Record 1
3 unconnected molecules or ions with the total composition C25H50N3O2S in a non-equilibrium geometry, computed with ωB97M-V/def2-TZVPD.

Energy relative to the best compared isomer or geometry (same formula, charge and spin)   0.0000 eV
Max |F|   0.02698 hartree/bohr
Spin multiplicity   3
Charge   +1
HOMO (alpha / beta)   -0.3810 / -0.4228 hartree
HOMO-LUMO gap (alpha / beta)   7.33 / 8.47 eV
LUMO level (alpha / beta)   -3.035 / -3.036 eV

The geometry in XYZ format:
```
81
C25H50N3O2S ωB97M-V/def2-TZVPD
C -1.74927 1.79779 -0.88547
C -0.81486 2.07677 -1.58074
C 0.34328 2.32084 -2.42410
S 1.22772 0.77908 -2.74072
C 0.05340 -0.31726 -3.57616
C -0.01919 -1.73022 -2.95827
C 0.84205 -2.76583 -3.68367
C 2.34078 -2.47036 -3.74518
N 3.02119 -3.07653 -2.59848
H -2.45413 1.39680 -0.18375
H 0.08537 2.76401 -3.38615
H 1.05772 2.97495 -1.91876
H 1.30746 0.26720 -1.49960
H 0.36430 -0.34967 -4.61821
H -0.91820 0.16688 -3.47452
H -1.06279 -2.03432 -3.04822
H 0.18748 -1.68901 -1.88538
H 0.46482 -2.84479 -4.70584
H 0.70792 -3.73590 -3.20501
H 2.73426 -2.95327 -4.64019
H 2.54004 -1.39131 -3.84444
H 3.97239 -2.74822 -2.50052
H 2.51728 -2.90070 -1.73816
C 6.68468 2.08199 2.19444
C 6.67496 1.95005 0.65239
C 5.93043 3.12081 0.00062
C 4.41219 3.06689 0.17234
C 3.87335 1.71453 -0.29182
C 4.55831 0.52963 0.38438
N 6.03504 0.66336 0.22586
O 6.40928 0.29865 -0.95226
C 4.13760 0.44617 1.86121
C 4.10568 -0.77108 -0.26683
C 8.12720 1.95757 0.18884
H 5.94131 2.78867 2.56447
H 6.51661 1.12444 2.68249
H 7.65597 2.43344 2.53789
H 6.15981 3.12917 -1.06967
H 6.32319 4.05310 0.41044
H 4.12938 3.25489 1.21066
H 3.95626 3.86788 -0.41402
H 2.79458 1.65395 -0.09070
H 4.00386 1.63375 -1.37894
H 4.70342 -0.32816 2.37900
H 3.08032 0.18293 1.92136
H 4.25925 1.37871 2.40430
H 4.27159 -0.76176 -1.34311
H 3.03537 -0.90905 -0.08247
H 4.63118 -1.62945 0.15213
H 8.67122 1.10631 0.59953
H 8.60128 2.87228 0.54435
H 8.21599 1.93102 -0.89463
C -6.40237 -3.00499 1.55696
C -5.25261 -1.98175 1.71751
C -5.16421 -1.47144 3.15942
C -6.29069 -0.51565 3.54557
C -6.39415 0.63529 2.54693
C -6.53309 0.15894 1.09995
N -5.43573 -0.81695 0.79185
O -4.32240 -0.22059 0.53996
C -7.92271 -0.45923 0.87932
C -6.42888 1.33816 0.13964
C -3.95856 -2.70430 1.35804
H -7.11523 -2.96981 2.37998
H -6.94840 -2.85610 0.62808
H -6.00648 -4.01902 1.52126
H -4.20679 -0.95724 3.29374
H -5.15175 -2.33374 3.82965
H -7.24134 -1.05012 3.61486
H -6.09738 -0.11590 4.54223
H -7.24999 1.26940 2.78736
H -5.50357 1.26601 2.63487
H -7.99709 -0.90417 -0.11369
H -8.67519 0.32585 0.94977
H -8.18888 -1.21406 1.61345
H -5.51337 1.90770 0.28621
H -7.26962 2.01033 0.30911
H -6.46323 1.00217 -0.89771
H -3.97516 -3.04009 0.31948
H -3.85777 -3.57944 1.99962
H -3.08171 -2.07690 1.50585
```

Record 2
A molecular structure, C22H52IN3NbO10 in a non-equilibrium geometry, computed with ωB97M-V/def2-TZVPD.

Max |F|   0.15258 hartree/bohr
Charge   -1
HOMO   -0.1931 hartree
HOMO-LUMO gap   6.77 eV
LUMO level   1.512 eV

The geometry in XYZ format:
```
89
C22H52IN3NbO10 ωB97M-V/def2-TZVPD
C 6.00383 2.80409 0.23150
C 4.49878 3.00413 -0.40594
O 4.03062 4.40385 -0.43962
C 2.95217 4.57164 -1.46969
C 1.68365 3.53505 -1.13057
O 0.47252 4.17543 -1.66294
Nb -1.29254 3.35450 -0.78223
I -0.56341 4.55200 1.73751
C -0.20691 1.37221 -0.23853
N 0.39487 1.39452 1.15264
C -1.86987 2.35968 -2.75649
N -3.05207 2.98216 -3.46543
C -3.11489 2.49504 0.31828
C -4.12477 1.60521 -0.67381
N -3.82717 0.27538 -0.99753
C -2.35518 5.28294 -1.35637
C -3.74957 5.58884 -0.55397
O -4.90812 5.03026 -0.94661
O -3.79559 6.53806 0.60728
H 6.20539 1.62801 0.26358
H 6.07636 3.14666 1.37272
H 6.86486 3.30648 -0.40173
H 3.78368 2.28592 0.21724
H 4.49569 2.63534 -1.54074
H 3.44609 4.35607 -2.50849
H 2.60412 5.70809 -1.40731
H 1.70606 3.39110 0.03006
H 1.94329 2.54099 -1.70927
H 0.51427 1.00452 -1.08376
H -1.09008 0.56969 -0.19683
H -0.42100 1.40404 1.82079
H 0.89081 0.47213 1.25696
H -0.93670 2.50028 -3.48742
H -2.01937 1.18186 -2.68696
H -3.76788 3.36737 -2.81116
H -3.54319 2.16097 -3.92844
H -2.66973 1.68607 1.07558
H -3.69122 3.26584 0.98368
H -5.11623 2.06646 -1.09097
H -4.61047 -0.03033 -1.61568
H -1.60149 6.17479 -1.10953
H -2.58049 5.40155 -2.52154
H -3.63612 5.95463 1.40694
C -4.95370 -0.27175 3.02136
O -5.01350 -1.66839 2.77390
C -4.05074 -2.09451 1.80969
C -3.57484 -3.51576 2.11774
O -2.65395 -3.59145 3.21682
C -3.21371 -3.37987 4.52231
C -4.12035 -4.52089 4.99224
O -5.39888 -4.43127 4.36297
C -6.02291 -5.69634 4.21531
H -5.25233 0.28609 2.12887
H -5.64806 -0.03915 3.83486
H -3.94939 0.02295 3.33732
H -3.18472 -1.41920 1.79445
H -4.53594 -2.07263 0.82947
H -3.01346 -3.87769 1.24784
H -4.40821 -4.20496 2.25407
H -3.71066 -2.41073 4.58347
H -2.35305 -3.33387 5.20040
H -4.27957 -4.44616 6.07040
H -3.64242 -5.47798 4.76351
H -5.38269 -6.37977 3.65004
H -6.94999 -5.55507 3.65319
H -6.26025 -6.11926 5.19674
C 4.13750 -3.57750 0.69596
O 3.98700 -3.30880 -0.68989
C 3.17640 -2.16037 -0.93927
C 3.64092 -1.44007 -2.20683
O 4.84333 -0.67554 -2.02946
C 6.05497 -1.43294 -1.88570
C 6.49669 -2.13221 -3.17436
O 5.71646 -3.30751 -3.39472
C 5.58883 -3.62619 -4.77086
H 3.17785 -3.86778 1.13382
H 4.84451 -4.40546 0.80837
H 4.54718 -2.70792 1.21682
H 3.21410 -1.46169 -0.09268
H 2.14690 -2.50699 -1.06859
H 2.87180 -0.70632 -2.47691
H 3.72799 -2.12000 -3.05430
H 5.98653 -2.12658 -1.04658
H 6.82450 -0.69741 -1.62207
H 7.54030 -2.44304 -3.08698
H 6.39606 -1.43764 -4.01353
H 5.15409 -2.78811 -5.32322
H 4.91272 -4.48067 -4.86113
H 6.56366 -3.89520 -5.19009
```

Record 3
A molecular structure, C20H21BrF5GeN3O5RuTe, computed with ωB97M-V/def2-TZVPD.

Energy relative to the best compared isomer or geometry (same formula, charge and spin)   0.0000 eV
Max |F|   0.01351 hartree/bohr
Spin multiplicity   6
Charge   -1
HOMO (alpha / beta)   -0.1990 / -0.2024 hartree
HOMO-LUMO gap (alpha / beta)   6.79 / 6.73 eV
LUMO level (alpha / beta)   1.378 / 1.223 eV

The geometry in XYZ format:
```
58
C20H21BrF5GeN3O5RuTe ωB97M-V/def2-TZVPD
Ru 0.16553 -0.34572 0.34811
Br 7.03825 -3.28577 -0.49086
C 5.41132 -2.31067 -0.61339
C 5.45326 -0.92758 -0.87997
C 4.29755 -0.21027 -0.97623
C 3.01641 -0.81598 -0.79926
O 1.96403 -0.08868 -0.87866
C 2.99995 -2.22137 -0.54102
C 1.80493 -2.98615 -0.44599
N 0.59227 -2.54083 -0.50141
C -0.47259 -3.45038 -0.55334
C -0.37953 -4.80631 -0.77278
C -1.52077 -5.62699 -0.82263
C -2.77340 -5.10470 -0.68104
C -2.92208 -3.71300 -0.49331
C -4.18102 -3.08511 -0.36563
C -4.25370 -1.73481 -0.19898
C -3.05632 -0.99604 -0.15265
N -1.87642 -1.54877 -0.27210
C -1.77566 -2.89037 -0.43299
C 4.21713 -2.93872 -0.45008
H 6.41005 -0.43575 -0.99713
H 4.31171 0.85800 -1.14669
H 1.97652 -4.05851 -0.33010
H 0.58267 -5.27383 -0.92670
H -1.38847 -6.68906 -0.98488
H -3.65570 -5.73102 -0.72040
H -5.07667 -3.69446 -0.39842
H -5.20056 -1.22494 -0.09042
H -3.06930 0.07479 0.00567
H 4.18104 -4.00331 -0.25080
C 0.09702 4.50242 -1.41389
Ge -1.34889 4.19535 -0.12592
C -1.03449 5.20635 1.51824
C -3.02549 4.85796 -0.91926
C -1.63303 2.24711 0.13861
H 0.36226 5.56061 -1.42702
H -0.23982 4.21799 -2.41259
H 0.99665 3.92652 -1.20041
H -0.78137 6.23927 1.27387
H -0.23226 4.77543 2.11092
H -1.94332 5.20594 2.12291
H -3.04059 5.94694 -0.97668
H -3.87540 4.53843 -0.31299
H -3.15410 4.45677 -1.92593
H -2.43744 2.00347 -0.57610
H -2.04214 2.07380 1.14221
O -1.35540 -1.47451 3.87761
N -0.96382 -1.11101 2.79414
O -0.11825 -1.79730 2.13213
O -1.33016 -0.03023 2.26640
F 2.55570 4.36090 1.50639
Te 2.21041 2.54483 1.08627
F 1.10159 2.71197 2.66605
F 1.64674 0.39127 1.68684
F 3.65442 2.80006 -0.25820
F 3.61693 1.99451 2.16287
O -0.50620 1.46142 -0.12237
```

Record 4
A gas-phase ion, C15H19ClF6N2O4P (charge +1) in a non-equilibrium geometry, computed with ωB97M-V/def2-TZVPD.

Max |F|   0.03130 hartree/bohr
Charge   +1
HOMO   -0.4792 hartree
HOMO-LUMO gap   8.13 eV
LUMO level   -4.911 eV

The geometry in XYZ format:
```
48
C15H19ClF6N2O4P ωB97M-V/def2-TZVPD
C -0.64025 -1.88793 3.41399
C 0.27000 -1.28145 2.34842
O 1.64064 -1.37804 2.69504
C -0.09385 0.18867 1.98605
C -0.00393 0.39858 0.49155
C 0.99032 1.22798 -0.04293
C 1.99602 1.99988 0.75643
C 3.38047 2.11908 0.05175
C 4.48479 1.95948 1.06119
F 4.25010 2.70449 2.14951
F 5.66288 2.30664 0.55004
F 4.57537 0.68122 1.45920
N 1.04056 1.37574 -1.37827
C 0.23162 0.74585 -2.24562
Cl 0.51991 1.13416 -3.87279
C -0.76087 -0.12102 -1.79360
C -1.65550 -0.84935 -2.77131
C -1.31861 -2.34482 -2.94742
C -0.42433 -2.68416 -4.13491
F 0.19084 -1.61495 -4.67249
F -1.12048 -3.26408 -5.11692
F 0.54722 -3.53050 -3.76519
C -0.89023 -0.25448 -0.39278
C -2.00630 -1.11139 0.16161
O -2.22639 -2.18602 -0.26762
O -2.74061 -0.61121 1.17565
P -3.93376 0.60013 0.78454
N -3.51422 1.87088 1.84844
O -3.40059 1.25224 -0.61823
H -1.01542 -1.14735 4.11411
H -0.07928 -2.66622 3.92010
H -1.48937 -2.36982 2.93646
H 0.18260 -1.89301 1.45233
H 1.86328 -0.67202 3.31011
H 0.61158 0.81266 2.51818
H -1.07211 0.44814 2.35684
H 2.17732 1.51731 1.70092
H 1.59601 2.99916 0.91159
H 3.47346 3.08665 -0.43090
H 3.46877 1.32742 -0.68725
H 1.73780 2.00406 -1.76180
H -1.70719 -0.32271 -3.71541
H -2.65781 -0.79139 -2.35574
H -0.79943 -2.68862 -2.06599
H -2.20800 -2.95422 -3.03663
H -2.58444 2.24713 1.65114
H -3.41696 1.44354 2.77027
H -3.13168 2.17369 -0.50167
```

Record 5
8 unconnected molecules or ions with the total composition C46H106O22 in a non-equilibrium geometry, computed with ωB97M-V/def2-TZVPD.

Max |F|   0.05857 hartree/bohr
HOMO   -0.3361 hartree
HOMO-LUMO gap   9.86 eV
LUMO level   0.718 eV

The geometry in XYZ format:
```
174
C46H106O22 ωB97M-V/def2-TZVPD
C 6.17130 -2.47891 6.74780
O 5.27442 -2.82443 5.67468
C 3.89848 -2.59306 5.96643
C 3.10241 -2.37004 4.74654
O 3.41022 -1.09719 4.20432
C 3.40394 -0.99096 2.79551
C 2.10045 -1.31850 2.10104
O 2.14368 -2.73840 2.00674
C 1.00948 -3.20693 1.35846
H 7.16170 -2.38611 6.32185
H 6.23890 -3.32498 7.45279
H 5.83689 -1.55401 7.23147
H 3.78297 -1.64762 6.52987
H 3.51884 -3.47479 6.49570
H 2.05009 -2.59411 4.82721
H 3.34418 -3.20908 4.06374
H 4.21383 -1.67978 2.39401
H 3.84498 -0.01721 2.58787
H 2.07725 -0.96314 1.07651
H 1.23360 -0.93452 2.63400
H 0.97019 -2.91019 0.29439
H 0.06247 -2.84238 1.80462
H 0.97932 -4.28120 1.38985
C 7.33752 1.88285 -0.75633
O 6.00334 2.06745 -0.39090
C 5.61687 3.29601 -1.00536
C 4.36838 3.94870 -0.40462
O 3.27260 2.99994 -0.25686
C 1.99121 3.62977 -0.04371
C 0.96020 2.60135 0.46179
O 1.20029 1.91058 1.69090
C 1.51994 2.70307 2.80240
H 7.99737 2.68275 -0.38402
H 7.41107 1.74024 -1.81943
H 7.68073 1.03562 -0.23419
H 5.43118 3.00164 -2.06590
H 6.48824 3.96448 -0.95505
H 4.08405 4.81570 -1.08659
H 4.62089 4.33033 0.57789
H 1.62589 4.02485 -0.99028
H 1.97469 4.41514 0.68484
H 0.95345 1.78051 -0.28076
H -0.02516 3.03494 0.46686
H 2.45403 3.27047 2.66356
H 1.64884 1.98208 3.68418
H 0.67342 3.31916 2.96239
C 1.97757 -1.25899 -1.86473
O 2.29752 -0.44447 -2.93882
C 2.43519 0.87917 -2.61129
C 2.79538 1.71489 -3.86806
O 3.03556 3.02296 -3.51822
C 2.91336 3.94541 -4.63927
C 2.96730 5.40502 -4.17519
O 4.11493 5.63446 -3.38584
C 5.36088 5.40605 -4.05330
H 1.80855 -2.31127 -2.13228
H 1.17251 -0.87105 -1.27784
H 2.87561 -1.28423 -1.18933
H 3.20631 1.09667 -1.80301
H 1.39944 1.27651 -2.22952
H 2.01074 1.58971 -4.56879
H 3.73139 1.29503 -4.43530
H 1.99568 3.82389 -5.14429
H 3.69694 3.77567 -5.41671
H 2.07764 5.62639 -3.58423
H 2.98678 6.03895 -5.11098
H 5.33093 4.37314 -4.35504
H 6.17666 5.51068 -3.27135
H 5.54843 6.19444 -4.89602
C -0.15992 0.38734 8.07297
O 0.09460 1.08191 6.85836
C 0.40537 0.27248 5.73856
C -0.64867 0.63120 4.69951
O -1.93046 0.18536 5.19551
C -2.75004 1.13736 5.73873
C -4.11399 0.45597 5.96205
O -4.84110 0.28262 4.81348
C -6.19177 -0.01519 5.12740
H -0.21111 1.12892 8.83915
H 0.59465 -0.28217 8.37107
H -1.06515 -0.22279 7.99198
H 0.29034 -0.78665 6.03632
H 1.34291 0.59174 5.43571
H -0.40039 0.18108 3.75013
H -0.66458 1.70238 4.48693
H -3.01191 1.98034 5.12322
H -2.34706 1.56297 6.67685
H -4.68873 1.18788 6.61348
H -4.07525 -0.47876 6.52929
H -6.59316 0.88173 5.51162
H -6.32657 -0.73228 5.99200
H -6.81242 -0.41393 4.35144
C -5.14707 1.30840 -2.97759
O -5.54353 -0.04269 -2.69242
C -6.48946 -0.15519 -1.62611
C -6.54329 -1.63521 -1.22732
O -5.57842 -1.85568 -0.25984
C -5.44261 -3.18536 0.09756
C -4.33540 -3.29475 1.09868
O -4.03530 -4.63339 1.47781
C -2.96358 -4.73100 2.34754
H -4.41940 1.29927 -3.76375
H -4.72569 1.89345 -2.11802
H -5.99464 1.87045 -3.39173
H -7.39484 0.38561 -1.90484
H -6.20338 0.41624 -0.76454
H -6.40584 -2.25632 -2.09469
H -7.52134 -1.93943 -0.91604
H -5.25236 -3.72327 -0.79307
H -6.39422 -3.55226 0.48167
H -4.61517 -2.73308 1.98752
H -3.40255 -2.83842 0.69989
H -1.99452 -4.68789 1.81641
H -3.08618 -5.74560 2.72105
H -3.07248 -3.98760 3.16031
C -0.22059 5.85442 -1.64354
O -0.29515 5.01352 -2.70832
C -1.42430 4.13573 -2.61853
C -1.52396 3.26735 -3.87305
O -0.46561 2.35281 -3.79938
C -0.80539 1.09259 -4.39761
C -1.08266 1.22378 -5.86928
O -2.35690 1.74273 -6.10663
C -2.73244 1.92535 -7.48077
H -0.84331 6.78751 -1.67495
H 0.81406 6.17865 -1.51291
H -0.51071 5.31493 -0.68219
H -2.34059 4.72118 -2.47283
H -1.29016 3.46839 -1.75917
H -1.48297 3.87061 -4.81228
H -2.50498 2.76658 -3.93385
H -1.76436 0.71210 -3.96671
H 0.05720 0.37366 -4.23448
H -0.99391 0.22725 -6.28718
H -0.21711 1.83667 -6.23710
H -3.77071 2.16995 -7.49241
H -2.65677 0.97121 -8.07039
H -2.13777 2.67719 -8.01734
C -3.07460 -3.11147 -2.57221
O -2.94359 -4.41188 -2.16133
C -1.87371 -4.58463 -1.24973
C -0.74085 -5.31453 -1.92779
O 0.30281 -5.46534 -0.91845
C 1.24677 -6.47129 -1.03563
C 1.98077 -6.45946 -2.34896
O 2.43122 -5.18514 -2.55653
C 3.19764 -5.13099 -3.82870
H -3.92489 -3.00091 -3.25485
H -2.15066 -2.72486 -3.09447
H -3.30467 -2.46193 -1.73070
H -2.22604 -5.36092 -0.49463
H -1.62831 -3.61322 -0.77518
H -0.24218 -4.78194 -2.74950
H -1.15163 -6.30707 -2.30505
H 0.79823 -7.45353 -0.89369
H 2.04690 -6.47316 -0.28659
H 1.31696 -6.84395 -3.17168
H 2.72485 -7.24634 -2.10724
H 3.76574 -4.19235 -3.80980
H 2.50611 -5.12243 -4.61892
H 3.84849 -6.02994 -3.89608
C -2.04080 -0.50059 0.45680
C -3.16161 -0.05377 1.34879
C -3.25481 1.46910 1.03440
O -2.59282 1.64746 -0.26624
C -2.22874 0.33222 -0.77719
H -1.99697 -1.52633 0.25588
H -1.12810 -0.10981 0.86014
H -2.94725 -0.26689 2.40527
H -4.14144 -0.52313 1.12885
H -2.66071 1.98189 1.77437
H -4.28268 1.84197 1.08943
H -1.27940 0.53539 -1.29450
H -3.00921 -0.09930 -1.40835
```

Question: Among the records above, which one has the highest max |F|?
Answer: C22H52IN3NbO10